No. 1
Entry from OMol25: one molecule with the formula C5H15NSi (the ωB97M-V functional and the def2-TZVPD basis).

Atoms and positions in Å:
C: 2.843 1.623 1.054
Si: 1.312 1.598 -0.152
N: 0.446 -0.080 0.259
C: -0.872 -0.648 -0.224
C: -1.882 0.463 0.136
C: -0.961 -1.207 -1.678
C: -1.058 -1.847 0.686
H: 3.683 1.002 0.525
H: 3.195 2.585 1.216
H: 2.442 1.178 1.917
H: 0.390 2.756 0.322
H: 1.646 1.601 -1.512
H: 1.184 -0.673 0.132
H: -1.452 1.455 -0.162
H: -2.760 0.212 -0.393
H: -2.180 0.496 1.168
H: -0.030 -1.874 -2.000
H: -1.074 -0.474 -2.464
H: -1.814 -1.935 -1.641
H: -1.723 -2.539 0.313
H: -0.052 -2.270 0.865
H: -1.283 -1.424 1.633

- gap between HOMO and LUMO (Eh) = 0.356
- E_HOMO (hartree) = -0.3227
- LUMO (hartree) = 0.034
- SMILES = C[SiH2]NC(C)(C)C
- energy (eV) = -14795.0012
- net charge = 0



No. 2
Entry from OMol25: C5H16BGaNO as an isolated structure (the ωB97M-V functional and the def2-TZVPD basis).

Atoms and positions in Å:
C: 0.945 -1.105 1.218
C: 1.939 -0.358 0.294
C: 2.292 -1.358 -0.867
C: 1.366 0.918 -0.386
C: 0.270 1.688 0.432
Ga: -1.538 1.633 -0.582
B: -2.666 -0.093 -0.225
N: -2.920 -0.722 1.080
O: -3.233 -0.784 -1.366
H: 1.258 -2.160 1.295
H: -0.078 -1.021 0.835
H: 0.994 -0.657 2.224
H: 2.900 -0.134 0.786
H: 2.764 -2.270 -0.468
H: 1.319 -1.678 -1.283
H: 2.858 -0.879 -1.675
H: 0.985 0.713 -1.399
H: 2.224 1.605 -0.530
H: 0.207 1.394 1.493
H: 0.571 2.754 0.433
H: -2.368 2.988 -0.225
H: -1.175 1.658 -2.168
H: -2.833 -1.732 1.074
H: -2.370 -0.306 1.814
H: -3.712 -0.091 -1.805

- gap between HOMO and LUMO (Eh) = 0.274
- E_HOMO (hartree) = -0.1418
- LUMO (hartree) = 0.133
- energy (eV) = -62035.9860
- net charge = -1